The following is a DFT calculation (ωB97M-V/def2-TZVPD) of a structure of composition C15H40FLiO5 at a distorted geometry.

CARTESIAN COORDINATES (ANGSTROEM)
Li 1.504 -0.429 -1.701
F 0.478 0.234 -0.163
C 1.878 4.851 -1.053
C 0.525 4.307 -1.487
C -0.043 4.966 -2.763
O 0.692 2.926 -1.736
H 2.465 5.036 -1.953
H 2.478 4.232 -0.386
H 1.681 5.850 -0.665
H -0.259 4.460 -0.746
H -0.349 6.000 -2.608
H -0.936 4.437 -3.094
H 0.609 4.821 -3.624
H 0.714 2.490 -0.882
C -1.035 1.361 3.122
C -0.532 2.579 2.328
C -0.366 3.784 3.197
O 0.770 2.193 1.932
H -1.996 1.601 3.577
H -0.278 0.885 3.745
H -1.180 0.600 2.355
H -1.119 2.724 1.421
H -1.259 3.905 3.810
H -0.267 4.666 2.563
H 0.502 3.639 3.839
H 0.705 1.538 1.233
C 0.500 -3.852 2.379
C 0.147 -2.400 2.136
C 1.340 -1.531 2.564
O -0.035 -2.161 0.760
H 0.648 -4.037 3.443
H 1.449 -4.129 1.921
H -0.355 -4.419 2.010
H -0.732 -2.137 2.723
H 1.548 -1.613 3.630
H 1.304 -0.455 2.399
H 2.290 -1.824 2.116
H 0.103 -1.220 0.635
C 2.565 -4.088 -0.922
C 1.741 -3.572 -2.089
C 0.653 -4.499 -2.528
O 1.086 -2.398 -1.598
H 3.286 -4.879 -1.127
H 1.947 -4.440 -0.096
H 3.229 -3.304 -0.559
H 2.431 -3.353 -2.904
H 0.111 -4.094 -3.382
H -0.043 -4.797 -1.744
H 0.990 -5.492 -2.824
H 0.620 -2.645 -0.795
C -2.361 -1.433 -2.285
C -2.839 -0.097 -1.676
C -3.353 -0.307 -0.208
O -1.823 0.871 -1.765
H -1.529 -1.811 -1.690
H -2.037 -1.167 -3.291
H -3.181 -2.143 -2.395
H -3.683 0.257 -2.268
H -3.773 0.563 0.296
H -2.490 -0.600 0.392
H -4.129 -1.072 -0.197
H -1.007 0.623 -1.324

The molar mass comes out at 326.42 g mol⁻¹. As for the lowest unoccupied orbital energy (spin up / spin down): -2.674 / -8.911 eV. Its charge is +1. The spin multiplicity is 2. For the total energy, the calculation gives -1078.82934 Eh.

Results of the Mulliken charge analysis, in e, for atoms 1 through 2: 0.888, -0.956